(1)
The following is a DFT calculation (ωB97M-V with the def2-TZVPD basis set) of 12 unconnected molecules or ions with the total composition F6H22O11P.

Element x y z (Å)
P -0.255 0.085 0.123
F -1.521 -0.643 0.901
F -0.089 1.052 1.465
F 0.808 -0.800 0.885
F 0.997 0.827 -0.638
F -0.199 -1.108 -0.965
F -1.252 1.036 -0.725
O -5.083 -3.698 0.360
H -4.852 -2.991 0.962
H -4.273 -3.884 -0.116
O -0.383 -3.464 5.884
H 0.340 -3.353 6.501
H -0.116 -2.968 5.110
O 2.191 -2.089 -5.708
H 2.377 -1.882 -4.792
H 2.391 -3.022 -5.789
O -0.485 6.081 0.561
H -0.219 6.786 -0.029
H 0.196 5.415 0.462
O -2.335 -4.977 -2.302
H -2.347 -5.469 -3.123
H -1.794 -4.211 -2.489
O -4.066 3.730 0.402
H -3.708 2.983 -0.077
H -3.325 4.328 0.501
O 3.977 -0.750 4.129
H 4.550 -1.380 3.692
H 3.502 -0.323 3.416
O -0.971 0.256 -5.863
H -0.126 -0.188 -5.937
H -1.217 0.151 -4.943
O -2.023 2.412 5.325
H -1.393 2.231 4.628
H -2.782 2.782 4.874
O 4.604 -1.628 -2.490
H 5.257 -1.156 -1.974
H 3.807 -1.589 -1.962
O 3.550 3.988 0.120
H 3.092 3.179 0.345
H 3.176 4.250 -0.722

Total energy, eV: -48481.9184
Charge: -1
E_LUMO, eV: 2.17
HOMO energy, eV: -9.044
HOMO-LUMO gap, eV: 11.2
Energy above the lowest of the compared OMol25 structures with the same formula, charge and spin, kJ/mol: 222.0

---

(2)
The following is a DFT calculation (ωB97M-V with the def2-TZVPD basis set) of 4 unconnected molecules or ions with the total composition C11H16Br4FNO2.

Element x y z (Å)
C -0.003 -6.332 -0.135
N -0.873 -6.364 -1.301
O -0.888 -7.404 -1.980
O -1.370 -5.358 -1.660
H 0.473 -7.291 0.069
H -0.743 -6.070 0.621
H 0.814 -5.610 -0.121
F -0.095 -23.884 1.734
C -0.530 -22.768 1.204
C 0.501 -21.909 0.850
C 0.138 -20.664 0.396
C -1.191 -20.274 0.249
C -2.202 -21.106 0.568
C -1.867 -22.345 1.150
H 1.511 -22.113 1.174
H 0.954 -20.004 0.140
H -1.511 -19.333 -0.173
H -3.212 -20.722 0.571
H -2.673 -22.990 1.465
Br 2.210 -13.511 -0.198
C 2.054 -14.020 -2.072
C 2.576 -12.867 -2.932
Br 2.517 -13.319 -4.817
H 1.018 -14.289 -2.283
H 2.711 -14.875 -2.228
H 3.583 -12.637 -2.585
H 1.921 -12.007 -2.794
Br 3.998 -14.995 -12.037
C 5.774 -14.424 -11.460
C 6.694 -14.011 -12.627
Br 6.356 -12.172 -13.258
H 6.251 -15.237 -10.912
H 5.559 -13.625 -10.750
H 6.462 -14.705 -13.435
H 7.764 -14.128 -12.459

Total energy, eV: -300135.2526
Charge: 0
E_LUMO, eV: 0.17
SMILES: C[N+](=O)[O-].Fc1ccccc1.BrCCBr.BrCCBr
HOMO energy, eV: -9.268
HOMO-LUMO gap, eV: 9.4

---

(3)
The following is a DFT calculation (ωB97M-V with the def2-TZVPD basis set) of a gas-phase ion, C6H10NO2S (charge +1).

Element x y z (Å)
C -1.385 -1.654 -0.154
C -0.311 -1.465 -1.017
C -1.751 -0.637 0.964
C 0.459 1.684 0.291
C -0.728 1.490 -0.583
C 1.229 0.344 0.036
N 0.494 -0.413 -1.092
O 1.259 -0.474 1.133
O 2.561 0.548 -0.352
S -2.221 0.864 -0.105
H -2.015 -2.536 -0.296
H -0.255 -2.324 -1.654
H -2.660 -0.779 1.586
H -0.906 -0.499 1.647
H 1.140 2.481 -0.115
H 0.060 1.976 1.299
H -0.863 2.209 -1.384
H 1.326 -0.559 -1.822
H 1.522 0.035 1.932
H 3.046 -0.290 -0.314

Total energy, eV: -22795.2081
Charge: +1
E_LUMO (spin up / spin down), eV: -5.18 / -5.18
HOMO energy (spin up / spin down), eV: -13.043 / -13.042
HOMO-LUMO gap (spin up / spin down), eV: 7.9 / 7.9
Energy above the lowest of the compared OMol25 structures with the same formula, charge and spin, kJ/mol: 216.7

---

(4)
The following is a DFT calculation (ωB97M-V with the def2-TZVPD basis set) of C6H9IN2 in the gas phase.

Element x y z (Å)
C -1.009 0.488 -2.006
C -1.235 1.026 -0.697
N -0.406 0.457 0.291
C 0.772 0.737 0.790
N 1.417 -0.238 1.389
C 0.619 -1.267 1.556
C 1.084 -2.541 2.256
C -0.579 -1.102 0.912
I -2.267 -2.306 0.701
H -1.419 -0.541 -2.111
H 0.075 0.418 -2.103
H -1.431 1.158 -2.761
H -2.283 1.021 -0.389
H -0.981 2.059 -0.630
H 1.192 1.704 0.757
H 2.145 -2.501 2.197
H 0.883 -2.358 3.318
H 0.629 -3.386 1.819

Total energy, eV: -17447.1918
Charge: 0
E_LUMO, eV: 0.42
SMILES: CCn1cnc(C)c1I
HOMO energy, eV: -8.170
HOMO-LUMO gap, eV: 8.6
Energy above the lowest of the compared OMol25 structures with the same formula, charge and spin, kJ/mol: 28.7